No. 1
ORCA calculation (ωB97M-V/def2-TZVPD) on a structure of composition C11H19N4 at a distorted geometry.

Geometry as XYZ:
```
34
Properties=species:S:1:pos:R:3:forces:R:3
N 0.02828 -2.47465 0.63681 0.349 1.489 -0.220
N -0.29629 1.12713 0.23503 -0.358 1.700 -1.040
N -3.15209 0.40281 -0.03452 -2.387 0.063 0.144
N 1.66351 -0.15428 0.59214 -3.625 -0.821 2.247
C -0.79350 -0.14286 0.31967 -1.989 -1.909 -0.508
C 2.92554 -0.72591 0.05528 0.155 0.096 -0.287
C -3.20782 1.61468 0.77176 0.012 0.116 -0.238
C -1.26650 -2.77798 0.49446 0.180 -3.804 -0.124
C 1.15520 1.11446 0.07115 -0.291 0.952 -0.637
C 3.11529 -0.29704 -1.41505 0.462 0.183 1.489
C -2.31089 -1.94560 0.26717 -1.901 0.254 -0.574
C -4.45198 -0.03411 -0.45068 -1.528 -0.328 -4.562
C 0.10463 -1.20142 0.48726 0.992 3.013 -0.318
C -2.22602 -0.53550 0.18799 4.068 -0.787 0.810
C 4.13777 -0.19108 0.77572 2.489 -1.995 0.146
H -5.28572 -0.06654 0.16214 -0.979 0.349 2.683
H 1.48100 -0.10479 1.64562 1.538 -0.247 -1.530
H 2.78027 -1.80406 0.16565 0.255 0.095 -0.125
H -2.22658 1.98653 0.76077 0.770 1.475 -0.093
H 1.45622 2.00276 0.58864 0.957 0.131 0.796
H -4.00857 2.31221 0.50608 0.530 -0.192 -0.804
H -4.94379 0.63088 -1.30427 1.659 -0.999 1.366
H 2.18650 -0.26914 -1.93042 -0.582 -0.016 -0.779
H 4.05244 0.86300 0.87001 0.312 1.098 -0.250
H 3.64465 0.68792 -1.40184 -0.546 -0.793 -0.442
H 5.12611 -0.52655 0.20138 -2.197 1.059 0.963
H -3.18380 -2.58917 0.09558 -0.232 1.198 0.138
H 1.50126 1.27922 -0.94676 -0.343 -0.419 -0.145
H 4.33950 -0.56724 1.78748 -0.538 -0.143 -0.130
H -0.80266 1.90246 -0.31713 1.159 -2.185 1.033
H -3.36701 1.49050 1.81085 -0.454 -1.064 1.299
H -1.53442 -3.89661 0.48039 0.745 1.819 0.270
H -4.51901 -1.06573 -0.86942 0.858 0.780 0.058
H 3.74543 -1.06336 -1.81584 0.459 -0.168 -0.638
```
Forces are in eV/Å.

Values from the calculation:
HOMO-LUMO gap   9.0 eV
Total charge   +1
Calculated total energy   -17666.057 eV
Energy above the lowest of the compared OMol25 structures with the same formula, charge and spin   83.3 kcal per mole

Atomic partial charges in e from the Mulliken method, atoms 1 to 4: number 1, N, carries -0.56; number 2, N, carries -0.37; number 3, N, carries 0.02; number 4, N, carries -0.19

No. 2
ORCA calculation (ωB97M-V/def2-TZVPD) on a structure of composition C10H11ClO at a distorted geometry.

Geometry as XYZ:
```
23
Properties=species:S:1:pos:R:3:forces:R:3
Cl 3.26717 -0.48519 0.48393 0.521 -0.053 0.329
O 1.28547 -1.50809 -0.86280 0.372 1.831 0.452
C 0.35363 1.89459 -1.26927 -2.814 1.140 0.332
C 2.00355 -0.28707 -0.68000 -2.894 1.582 0.349
C -1.68424 -0.07216 0.65875 1.110 3.820 2.262
C -0.75017 -2.50334 -0.23168 0.884 -0.700 -0.716
C -2.49779 -1.15895 0.67847 -1.345 0.341 0.458
C -0.38558 -0.08782 0.17613 1.183 -1.827 -1.632
C 1.13764 1.73101 1.12068 1.347 0.554 -0.023
C -2.04002 -2.34058 0.16841 -1.864 -1.963 1.222
C 0.67273 1.00100 -0.06284 0.175 -3.262 -1.690
C 0.03601 -1.35339 -0.31858 -0.342 -0.297 0.341
H -0.53198 1.51117 -1.90428 1.427 0.538 1.100
H 0.30012 2.28604 1.53742 0.213 0.554 -0.031
H -2.76008 -3.18417 0.34627 1.120 0.493 -0.637
H -3.47887 -1.14018 1.17308 0.486 0.200 -0.379
H 1.48683 1.06448 1.87804 0.130 -0.582 0.618
H 1.20719 1.85340 -1.84603 1.741 0.241 -1.714
H 0.16917 3.03919 -1.06860 0.225 -2.281 0.104
H -1.87260 0.88388 1.28570 -0.499 -1.539 -1.321
H -0.35763 -3.52478 -0.45096 -0.191 1.189 -0.078
H 2.39263 0.06031 -1.63717 0.110 -0.100 0.189
H 2.04683 2.32066 0.82533 -1.094 0.121 0.467
```
Forces are in eV/Å.

Values from the calculation:
HOMO-LUMO gap   9.4 eV
Calculated total energy   -25116.581 eV
Energy above the lowest of the compared OMol25 structures with the same formula, charge and spin   14.6 kcal per mole

Atomic partial charges in e from the Mulliken method, atoms 1 to 4: number 1, Cl, carries -0.18; number 2, O, carries -0.45; number 3, C, carries -1.38; number 4, C, carries -0.01

No. 3
ORCA calculation (ωB97M-V/def2-TZVPD) on a structure of composition C7H28N14O7V at a distorted geometry.

Geometry as XYZ:
```
57
Properties=species:S:1:pos:R:3:forces:R:3
V -25.27263 31.73917 15.11014 0.349 0.985 0.197
O -23.90272 30.45018 16.26752 -4.129 4.291 -2.040
O -26.16723 29.51812 14.91344 0.579 0.752 0.809
O -23.15948 32.00412 14.18052 -6.506 -3.683 4.961
O -25.43990 33.66851 14.16958 -1.479 0.112 -0.117
O -27.23891 32.02470 15.88120 3.091 0.332 -1.504
O -26.21430 31.49571 12.78454 -0.273 -0.569 2.085
O -24.72095 33.19454 16.84076 1.100 0.048 0.042
N -26.33878 35.38462 13.02306 -1.770 -1.158 0.112
N -26.26592 30.81105 10.68604 -0.171 -1.225 -1.658
N -21.97728 29.49939 16.50478 4.894 -0.917 -1.114
N -23.41257 34.86073 17.46146 -0.745 5.634 -0.910
N -23.61087 28.79551 17.68175 -2.595 -2.406 2.912
N -21.96210 32.03181 12.44540 2.126 -2.626 -8.892
N -25.16392 32.62686 11.20102 3.110 3.591 -1.568
N -28.09339 28.45292 15.64543 -1.339 0.572 3.291
N -22.75270 32.92700 17.91973 4.280 -4.084 2.608
N -24.18451 35.29092 13.62745 5.712 4.377 -0.640
N -28.78535 31.68586 17.31610 -0.958 -2.178 4.634
N -21.61296 33.48211 13.98210 2.702 3.659 0.858
N -27.48645 28.23446 13.67910 0.692 -1.395 -5.620
N -29.33959 32.70178 15.49588 -1.797 2.039 -2.784
C -23.22098 29.65499 16.78304 0.391 -1.754 0.898
C -27.17161 28.84127 14.78952 0.653 -0.363 -0.076
C -28.39008 32.17379 16.19336 0.315 -0.774 0.260
C -22.28923 32.43722 13.56494 0.800 3.748 2.580
C -25.33922 34.79824 13.65921 -1.210 -3.155 1.146
C -25.86819 31.63153 11.62883 -1.591 -1.077 1.885
C -23.64777 33.62086 17.37682 -4.854 -3.252 -2.231
H -29.72310 31.73828 17.68755 0.312 0.137 -0.051
H -28.05447 31.31733 17.90779 -0.339 0.001 0.043
H -23.01533 28.12983 18.15324 -0.016 0.326 -0.179
H -26.18208 31.21956 9.76616 -0.660 -1.083 -0.245
H -24.91860 33.41664 11.78082 -0.121 -0.516 0.074
H -26.84748 30.03874 10.97833 -0.024 0.249 -0.654
H -21.53822 30.06312 15.79096 -0.163 -0.315 0.022
H -24.30922 35.26548 17.23278 0.453 1.569 0.242
H -28.14240 28.88349 16.55774 -0.343 -0.171 -0.196
H -21.65918 32.76009 11.81457 0.495 -0.449 -0.235
H -21.76277 28.51614 16.59036 1.219 0.379 -0.356
H -22.60959 31.40944 11.98333 0.156 -0.266 0.247
H -20.94143 33.87167 13.33604 0.164 0.120 0.428
H -22.82660 31.93680 18.10453 -0.021 0.281 -0.208
H -28.91049 28.09316 15.17317 -0.202 0.186 1.093
H -21.94703 34.13349 14.67795 0.219 -0.781 0.286
H -26.49623 36.28606 12.59561 0.265 -0.332 0.201
H -24.68669 32.56724 10.31289 -0.215 0.191 0.101
H -22.70148 35.24694 18.06586 -0.594 0.370 -0.140
H -30.28490 32.68214 15.85099 0.226 0.466 -0.402
H -28.12134 27.45645 13.57085 0.105 0.251 0.432
H -26.97290 34.59940 13.06060 -1.522 0.925 -0.792
H -24.07869 36.22589 13.26039 0.292 -0.051 -0.004
H -24.60197 28.67760 17.83634 0.200 0.096 -0.015
H -23.35449 34.89200 14.04222 -0.861 -0.125 -0.043
H -22.06801 33.47706 18.41846 0.264 -0.958 0.141
H -26.82792 28.27644 12.91445 0.007 0.177 0.216
H -29.02861 33.35239 14.78870 -0.672 -0.200 -0.131
```
Forces are in eV/Å.

Values from the calculation:
HOMO-LUMO gap (alpha / beta)   7.6 / 10.4 eV
Total charge   +2
Multiplicity   4
Calculated total energy   -68587.490 eV
Energy above the lowest of the compared OMol25 structures with the same formula, charge and spin   115.7 kcal per mole
<S²>   3.752

Atomic partial charges in e from the Mulliken method, atoms 1 to 4: number 1, V, carries 1.63; number 2, O, carries -0.17; number 3, O, carries -0.49; number 4, O, carries -0.39